87
Properties=species:S:1:pos:R:3 method="wB97M-V/def2-TZVPD" orbital_gap_ev="4.29 / 4.98" de_lowest_kcal_mol=7.6 e_homo_ev="-4.902 / -7.719" multiplicity=5
Ir -0.755 0.355 -0.638
S -1.573 1.906 1.054
C -2.530 0.903 2.022
C -3.132 1.531 3.158
N -3.605 2.049 4.065
C -2.739 -0.457 1.809
S -2.024 -1.378 0.578
C -3.551 -1.191 2.731
N -4.201 -1.795 3.456
C 2.577 -0.542 -3.331
C 2.182 0.164 -4.462
C 0.992 0.869 -4.463
C 0.178 0.887 -3.323
C 0.581 0.182 -2.162
C 1.781 -0.524 -2.194
C -1.110 1.539 -3.269
C -1.584 2.428 -4.227
C -2.841 2.972 -4.108
C -3.692 2.571 -3.023
C -5.005 3.036 -2.885
C -5.818 2.594 -1.856
C -5.332 1.655 -0.955
C -4.033 1.187 -1.063
C -3.183 1.656 -2.070
N -1.879 1.209 -2.161
H 3.503 -1.104 -3.331
H 2.802 0.154 -5.350
H 0.684 1.390 -5.359
H 2.111 -1.095 -1.335
H -0.943 2.702 -5.053
H -3.209 3.684 -4.835
H -5.376 3.748 -3.612
H -6.832 2.961 -1.762
H -5.970 1.283 -0.163
H -3.667 0.432 -0.382
C 1.327 2.478 3.565
C 0.609 1.224 3.978
C -0.007 1.186 5.228
C -0.710 0.077 5.664
C -0.788 -1.050 4.861
C -0.178 -1.036 3.617
C 0.501 0.096 3.161
Sb 1.117 -0.127 1.130
C 2.661 1.238 0.546
C 2.181 2.536 0.373
C 2.989 3.542 -0.125
C 4.297 3.245 -0.474
C 4.771 1.953 -0.329
C 3.974 0.927 0.176
C 4.561 -0.456 0.264
C 1.871 -2.107 1.272
C 1.385 -3.010 0.328
C 1.769 -4.342 0.362
C 2.636 -4.770 1.354
C 3.101 -3.876 2.307
C 2.727 -2.535 2.293
C 3.222 -1.634 3.394
H 1.652 3.035 4.442
H 0.665 3.128 2.986
H 2.203 2.268 2.953
H 0.063 2.059 5.866
H -1.199 0.093 6.629
H -1.334 -1.925 5.186
H -0.240 -1.923 2.994
H 1.154 2.774 0.630
H 2.598 4.543 -0.245
H 4.945 4.016 -0.871
H 5.787 1.723 -0.624
H 5.548 -0.476 -0.195
H 3.940 -1.195 -0.243
H 4.671 -0.782 1.299
H 0.692 -2.676 -0.437
H 1.388 -5.036 -0.375
H 2.948 -5.806 1.394
H 3.768 -4.224 3.086
H 4.228 -1.921 3.699
H 2.572 -1.707 4.268
H 3.242 -0.583 3.102
C -3.821 -3.066 -2.313
S -2.405 -2.058 -2.794
C -1.970 -2.882 -4.337
H -3.536 -4.115 -2.231
H -4.633 -2.955 -3.029
H -4.151 -2.712 -1.338
H -2.763 -2.766 -5.075
H -1.773 -3.940 -4.167
H -1.063 -2.407 -4.709

=====

87
Properties=species:S:1:pos:R:3 method="wB97M-V/def2-TZVPD" orbital_gap_ev="3.45 / 5.98" de_lowest_kcal_mol=22.6 e_homo_ev="-3.370 / -5.897" multiplicity=2
Cu -0.958 -0.775 1.047
I -0.519 -2.016 3.340
C 1.502 -1.391 3.402
C 1.778 -0.625 4.551
C 3.007 -0.008 4.661
C 3.940 -0.136 3.635
C 3.681 -0.916 2.481
C 4.652 -1.030 1.461
C 4.428 -1.817 0.321
C 3.252 -2.509 0.191
C 2.250 -2.466 1.204
C 2.419 -1.623 2.353
H 1.035 -0.511 5.329
H 3.235 0.572 5.549
H 4.904 0.355 3.710
H 5.594 -0.506 1.594
H 5.177 -1.878 -0.462
H 3.074 -3.129 -0.679
O -0.195 -1.130 -0.843
P -0.310 0.051 -1.764
C -1.519 1.284 -1.141
P -0.920 2.042 0.417
O -0.073 1.115 1.241
C -0.018 3.521 -0.056
C -0.516 4.455 -0.961
C 0.199 5.611 -1.229
C 1.414 5.836 -0.591
C 1.914 4.904 0.305
C 1.198 3.744 0.577
C -2.386 2.579 1.307
C -3.451 3.220 0.680
C -4.540 3.643 1.427
C -4.564 3.427 2.800
C -3.506 2.783 3.424
C -2.413 2.357 2.679
C 1.211 0.963 -1.957
C 2.258 0.649 -1.096
C 3.434 1.389 -1.157
C 3.549 2.435 -2.058
C 2.497 2.755 -2.914
C 1.327 2.018 -2.867
C -0.898 -0.402 -3.403
C -0.014 -0.589 -4.462
C -0.489 -1.014 -5.696
C -1.843 -1.255 -5.875
C -2.729 -1.084 -4.818
C -2.257 -0.662 -3.585
H -2.447 0.767 -0.915
H -1.695 2.050 -1.900
H -1.460 4.288 -1.468
H -0.187 6.335 -1.935
H 1.974 6.740 -0.801
H 2.865 5.074 0.793
H 1.584 2.998 1.265
H -3.443 3.381 -0.393
H -5.370 4.140 0.941
H -5.415 3.758 3.382
H -3.530 2.608 4.492
H -1.583 1.840 3.149
H 2.150 -0.165 -0.385
H 4.249 1.137 -0.490
H 4.466 3.012 -2.099
H 2.593 3.578 -3.612
H 0.504 2.263 -3.532
H 1.045 -0.413 -4.322
H 0.201 -1.163 -6.516
H -2.211 -1.582 -6.840
H -3.783 -1.287 -4.955
H -2.949 -0.551 -2.757
C -2.122 -4.415 0.362
C -0.844 -5.143 0.805
C -1.084 -5.815 2.166
C -0.476 -6.210 -0.234
C 0.263 -4.175 0.931
C 1.168 -3.386 1.056
H -2.929 -5.133 0.177
H -1.941 -3.848 -0.553
H -2.448 -3.718 1.139
H -1.869 -6.575 2.081
H -1.391 -5.077 2.910
H -0.170 -6.293 2.518
H -1.297 -6.926 -0.347
H 0.419 -6.750 0.076
H -0.278 -5.750 -1.205
N -3.924 -1.210 1.615
C -2.925 -0.802 1.186
H -4.518 -1.818 2.144

=====

Max |F| / eV Å⁻¹: 0.45 0.63